{
  "formula": "C3H9AgI2N3O6",
  "method": "the ωB97M-V functional and the def2-TZVPD basis",
  "symbols": ["Ag", "I", "I", "C", "N", "O", "O", "H", "H", "H", "C", "N", "O", "O", "H", "H", "H", "C", "N", "O", "O", "H", "H", "H"],
  "coordinates": [[6.7899, 30.2066, 5.8937], [7.1999, 27.4027, 5.2452], [5.9587, 31.8665, 3.5543], [8.0788, 34.9903, 6.4866], [7.3582, 33.9447, 7.2523], [7.4264, 34.0443, 8.4538], [6.9317, 32.9353, 6.7852], [7.7631, 35.2248, 5.4700], [9.1535, 34.8084, 6.4823], [8.0502, 35.8898, 7.1016], [10.5982, 31.3060, 3.8798], [9.8223, 31.5472, 5.0842], [9.8727, 32.6715, 5.5879], [9.0062, 30.6307, 5.3802], [11.4912, 31.9250, 3.7927], [9.9680, 31.4655, 3.0048], [10.9059, 30.2604, 3.8697], [7.5009, 31.0270, 10.0953], [8.3545, 30.9212, 8.8615], [9.4372, 31.4154, 8.8961], [7.9112, 30.3267, 7.8796], [7.6647, 31.9456, 10.6587], [7.8574, 30.1462, 10.6294], [6.4622, 31.0190, 9.7650]],
  "forces_ev_per_angstrom": [[0.365, -0.148, -1.315], [-0.399, 0.617, 0.107], [0.124, -0.518, 0.420], [0.602, 1.611, -0.003], [1.491, -0.932, 0.384], [0.079, 1.402, 1.802], [-0.940, -0.439, -2.145], [-0.405, -0.755, 0.229], [-0.220, -1.094, -0.155], [-0.637, -0.015, 0.002], [0.009, -0.523, -0.178], [2.652, -1.039, -2.378], [-0.438, 3.260, 1.668], [-1.994, -1.634, 0.628], [-0.211, 0.226, 0.366], [-0.155, 0.096, -0.278], [-0.065, -0.068, 0.015], [-0.092, -0.221, -0.514], [-0.977, 0.389, -1.113], [1.106, 0.358, 0.382], [0.053, -0.012, 1.937], [0.521, -0.130, -0.379], [-0.647, 0.059, 0.369], [0.177, -0.491, 0.151]],
  "lumo_ev": [2.718, -0.309],
  "homo_energy_ev": [-1.85, -4.64],
  "total_charge": -1,
  "orbital_gap_ev": [4.57, 4.33],
  "spin_multiplicity": 3
}



{
  "formula": "C3H9B2Cl2N3",
  "method": "the ωB97M-V functional and the def2-TZVPD basis",
  "symbols": ["Cl", "Cl", "B", "B", "N", "N", "N", "C", "C", "C", "H", "H", "H", "H", "H", "H", "H", "H", "H"],
  "coordinates": [[0.4471, 2.8163, -0.8477], [-0.0975, -2.7154, -1.6126], [0.0477, 1.0372, -0.5402], [0.2360, -1.1319, -0.6532], [0.7449, 0.0717, -1.4025], [-0.3770, 0.5346, 0.7392], [-0.5272, -0.8337, 0.5687], [1.6050, 0.4602, -2.5446], [-1.2291, 1.3001, 1.6046], [-0.4794, -1.7536, 1.7203], [2.5462, 0.9522, -2.2527], [1.0547, 1.2038, -3.1409], [1.7396, -0.4251, -3.0945], [-0.6248, 1.7632, 2.4542], [-1.9866, 0.6898, 2.0686], [-1.8225, 1.9802, 1.0165], [-1.3475, -2.4327, 1.6960], [-0.3752, -1.2056, 2.6602], [0.4455, -2.3111, 1.5606]],
  "forces_ev_per_angstrom": [[-0.862, -0.896, 0.312], [0.806, 1.046, 1.248], [3.290, 1.208, 0.189], [-1.022, 0.000, -2.640], [-2.215, -0.283, 3.330], [0.075, 1.728, -1.783], [1.110, -1.564, -1.524], [-1.347, 0.627, 0.901], [0.268, 0.055, 1.570], [0.452, 0.009, -0.662], [-0.325, -0.507, 0.231], [0.181, -0.386, 0.067], [0.600, -0.932, -1.001], [-0.914, -0.191, -1.266], [-0.110, -0.625, 0.260], [0.193, 0.847, 0.070], [0.363, 0.389, 0.265], [-0.283, -0.068, -0.178], [-0.260, -0.455, 0.612]],
  "lumo_ev": 0.302,
  "homo_energy_ev": -8.37,
  "orbital_gap_ev": 8.67
}



{
  "formula": "C3H9BNO2",
  "method": "the ωB97M-V functional and the def2-TZVPD basis",
  "symbols": ["B", "C", "C", "C", "N", "O", "O", "H", "H", "H", "H", "H", "H", "H", "H", "H"],
  "coordinates": [[1.8001, -0.1864, -0.0121], [-2.8650, 0.5773, -0.8482], [-2.2245, -0.3054, -0.1915], [1.2579, 1.1519, 0.6505], [-1.5523, -1.1553, 0.4156], [2.9763, -0.3758, -0.6083], [0.9883, -1.3123, 0.0416], [-3.0532, 1.5656, -0.4671], [-3.2766, 0.3724, -1.8257], [1.7417, 2.0346, 0.2461], [0.1846, 1.2856, 0.5507], [-0.4712, -1.2324, 0.2803], [-1.9914, -1.8061, 1.0624], [1.4777, 1.1386, 1.7159], [3.6034, 0.3418, -0.6758], [1.4043, -2.0941, -0.3343]],
  "forces_ev_per_angstrom": [[-0.370, 1.174, 0.542], [-0.422, 0.409, -0.458], [0.008, -0.130, 0.065], [0.320, -0.518, -0.309], [0.424, -0.312, 0.265], [0.489, -0.520, -0.344], [-0.290, -0.241, 0.057], [0.099, 0.215, 0.338], [0.032, -0.274, -0.131], [0.059, 0.126, -0.097], [-0.160, -0.004, -0.032], [-0.233, -0.015, -0.017], [-0.157, 0.045, -0.016], [0.021, -0.037, 0.196], [0.061, 0.288, 0.059], [0.119, -0.207, -0.117]],
  "lumo_ev": -4.028,
  "homo_energy_ev": -15.52,
  "total_charge": 1,
  "e_above_lowest_kcal_mol": 3.9,
  "orbital_gap_ev": 11.49
}



{
  "formula": "C3H9BS",
  "method": "the ωB97M-V functional and the def2-TZVPD basis",
  "symbols": ["B", "C", "C", "C", "S", "H", "H", "H", "H", "H", "H", "H", "H", "H"],
  "coordinates": [[0.6631, -1.0532, 0.0731], [1.5949, -0.0319, 0.3884], [-0.5624, -1.9373, -0.4590], [-0.8621, 2.1140, -0.0428], [-2.4569, 1.1994, -0.5061], [1.3017, 0.9167, -0.0074], [2.6879, -0.2083, 0.4665], [-3.2969, 2.1443, 0.0790], [-0.2894, -2.9078, -0.1834], [-0.7109, -1.8126, -1.4920], [-1.5094, -1.6992, 0.1081], [-0.4822, 2.4064, -0.9519], [-0.0087, 1.5167, 0.3815], [-1.0375, 2.9630, 0.4990]],
  "forces_ev_per_angstrom": [[-0.731, 1.050, -0.556], [0.543, -2.487, -0.727], [0.372, 2.440, 2.727], [0.130, -3.212, -0.219], [0.341, 1.412, 1.289], [0.453, 0.349, -0.044], [-0.879, 0.219, 0.305], [0.716, -0.951, -0.550], [0.218, -1.966, 0.066], [-0.107, -0.043, -1.323], [1.017, -0.127, -0.588], [0.796, 0.924, -2.259], [-2.143, 0.485, 0.250], [-0.725, 1.907, 1.630]],
  "lumo_ev": 0.456,
  "homo_energy_ev": -8.53,
  "e_above_lowest_kcal_mol": 74.5,
  "orbital_gap_ev": 8.99,
  "smiles": "C=BC.CS"
}



{
  "formula": "C3H9Cl2NSi",
  "method": "the ωB97M-V functional and the def2-TZVPD basis",
  "symbols": ["C", "C", "C", "N", "Si", "Cl", "Cl", "H", "H", "H", "H", "H", "H", "H", "H", "H"],
  "coordinates": [[-2.0058, 1.7062, -0.5102], [2.3231, -1.1931, -0.0070], [-0.7386, 0.9341, -0.7934], [0.9776, -1.6096, 0.3302], [-0.2418, -0.5537, 0.8827], [-1.8621, -1.6646, 1.3233], [0.3176, 0.5707, 2.4778], [-2.8558, 1.0368, -0.3985], [-1.9124, 2.2930, 0.3993], [-2.2176, 2.3894, -1.3345], [2.9706, -1.1456, 0.8749], [2.7577, -1.8840, -0.7273], [2.2862, -0.2021, -0.4525], [0.1233, 1.5902, -0.8755], [-0.8245, 0.3332, -1.6910], [0.9024, -2.6010, 0.5018]],
  "forces_ev_per_angstrom": [[0.039, -0.071, 0.028], [0.099, 0.122, 0.197], [0.634, -1.988, 2.428], [-0.438, -0.225, 0.261], [-0.011, 2.047, -3.490], [-0.483, -0.323, 0.197], [0.103, 0.246, 0.465], [-0.123, -0.001, 0.014], [-0.054, 0.114, 0.117], [-0.090, 0.069, 0.005], [0.065, 0.021, -0.096], [0.053, 0.061, -0.066], [0.118, 0.095, -0.111], [0.173, -0.024, 0.044], [0.088, -0.229, -0.091], [-0.173, 0.089, 0.098]],
  "lumo_ev": 0.699,
  "homo_energy_ev": -9.14,
  "e_above_lowest_kcal_mol": 8.2,
  "orbital_gap_ev": 9.84,
  "smiles": "CC[Si](Cl)(Cl)NC"
}



{
  "formula": "C3H9Cl3N3O6Pd",
  "method": "the ωB97M-V functional and the def2-TZVPD basis",
  "symbols": ["Pd", "Cl", "Cl", "Cl", "C", "N", "O", "O", "H", "H", "H", "C", "N", "O", "O", "H", "H", "H", "C", "N", "O", "O", "H", "H", "H"],
  "coordinates": [[0.2374, 2.7529, -1.1822], [-1.0522, 2.8129, -4.1808], [-0.7568, 5.3545, 1.0912], [3.5603, 3.8124, -1.6006], [2.1958, -1.6791, -4.0325], [2.5027, -1.1295, -2.6628], [3.4622, -1.6074, -2.0956], [1.7669, -0.3339, -2.1802], [1.1819, -1.3530, -4.2639], [2.2679, -2.7666, -4.0158], [2.9119, -1.1483, -4.6599], [0.8306, -0.0748, 4.6634], [1.3261, 1.1597, 3.8593], [1.2936, 2.2673, 4.3278], [1.4527, 1.0886, 2.6362], [0.6419, -0.9083, 3.9869], [-0.1803, 0.1388, 5.0107], [1.4440, -0.4818, 5.4673], [-4.0008, -1.4534, -0.4072], [-3.0068, -0.7041, 0.4081], [-3.1345, -0.6864, 1.6096], [-2.1997, 0.0228, -0.1607], [-4.2288, -2.2631, 0.2860], [-3.6494, -1.9945, -1.2857], [-4.8666, -0.8258, -0.6186]],
  "forces_ev_per_angstrom": [[-0.170, 0.587, -1.079], [0.504, -0.155, 1.262], [0.251, -0.446, -0.388], [-0.582, -0.132, 0.164], [-0.389, 0.928, 0.259], [0.317, -1.776, -0.128], [0.668, -0.201, -0.057], [-1.140, 1.357, 0.328], [0.170, -0.012, -0.068], [0.373, 0.308, 0.005], [-0.055, -0.505, -0.271], [-0.547, -0.467, -0.783], [-1.419, 0.750, -2.270], [0.307, -0.082, 2.532], [0.384, -2.164, 0.804], [0.558, 0.358, -0.504], [0.327, 0.675, 0.273], [0.375, 0.937, -0.093], [-0.258, -1.715, 0.925], [1.023, 2.561, -1.071], [-0.473, -0.933, 0.479], [-0.412, -1.017, -0.288], [-0.753, 0.142, -0.035], [0.630, 0.957, -0.123], [0.312, 0.044, 0.126]],
  "lumo_ev": [1.894, -1.492],
  "homo_energy_ev": [-5.42, -4.75],
  "total_charge": -1,
  "orbital_gap_ev": [7.31, 3.25],
  "spin_multiplicity": 3
}



{
  "formula": "C3H9Cl3N3O6Pd",
  "method": "the ωB97M-V functional and the def2-TZVPD basis",
  "symbols": ["Pd", "Cl", "Cl", "Cl", "C", "N", "O", "O", "H", "H", "H", "C", "N", "O", "O", "H", "H", "H", "C", "N", "O", "O", "H", "H", "H"],
  "coordinates": [[0.1775, 2.0580, -0.8838], [-0.7866, 2.1029, -3.1254], [-0.5658, 4.0028, 0.8157], [2.6616, 2.8500, -1.1966], [1.6084, -1.3178, -3.1702], [1.9152, -0.7682, -1.8005], [2.8748, -1.2462, -1.2333], [1.1795, 0.0274, -1.3179], [0.5944, -0.9917, -3.4016], [1.6805, -2.4053, -3.1536], [2.3244, -0.7871, -3.7977], [0.5851, -0.1898, 3.5833], [1.0806, 1.0446, 2.7792], [1.0480, 2.1523, 3.2477], [1.2071, 0.9736, 1.5561], [0.3963, -1.0233, 2.9068], [-0.4258, 0.0238, 3.9305], [1.1984, -0.5969, 4.3872], [-3.0962, -1.1683, -0.4011], [-2.1021, -0.4190, 0.4142], [-2.2298, -0.4014, 1.6157], [-1.2950, 0.3078, -0.1547], [-3.3241, -1.9780, 0.2921], [-2.7447, -1.7095, -1.2796], [-3.9619, -0.5407, -0.6125]],
  "forces_ev_per_angstrom": [[0.046, 1.146, 0.994], [0.120, 0.003, 0.074], [0.142, -0.656, -0.859], [-0.701, -0.210, -0.109], [-0.427, 0.984, 0.307], [-0.001, -1.271, -0.227], [0.822, -0.402, 0.073], [-0.606, 0.440, 0.122], [0.122, 0.055, -0.050], [0.365, 0.278, 0.035], [-0.050, -0.454, -0.255], [-0.559, -0.450, -0.844], [-1.488, 0.687, -2.611], [0.369, 0.062, 2.717], [0.505, -2.252, 1.062], [0.387, 0.427, -0.530], [0.256, 0.620, 0.092], [0.466, 0.945, -0.048], [0.581, -0.423, 1.674], [-1.815, -2.602, -3.934], [-1.159, -0.461, 5.795], [3.083, 2.732, -3.026], [-0.793, 0.018, 0.044], [0.558, 0.778, -0.325], [-0.225, 0.007, -0.172]],
  "lumo_ev": [5.105, 5.062],
  "homo_energy_ev": [1.29, -2.20],
  "total_charge": -2,
  "orbital_gap_ev": [3.82, 7.26],
  "spin_multiplicity": 4
}



{
  "formula": "C3H9Cl3Si2",
  "method": "the ωB97M-V functional and the def2-TZVPD basis",
  "symbols": ["Cl", "Cl", "Cl", "C", "C", "C", "Si", "Si", "H", "H", "H", "H", "H", "H", "H", "H", "H"],
  "coordinates": [[-2.1114, -1.9501, 0.1939], [-1.1833, -0.1772, 2.6119], [2.1157, 0.0742, -1.5402], [0.5494, -2.4688, 1.3472], [-0.8461, 0.8370, -2.0103], [0.4928, 2.1711, 0.2872], [-0.4043, -0.9786, 0.8836], [0.2931, 0.5728, -0.6042], [0.1015, -3.0604, 2.1678], [0.8073, -3.1312, 0.5343], [1.5232, -2.0197, 1.6690], [-1.8781, 0.9160, -1.6473], [-0.3446, 1.7116, -2.3403], [-0.8379, 0.0924, -2.7878], [0.0775, 2.2022, 1.2958], [1.5654, 2.3222, 0.3251], [0.0799, 2.8865, -0.3860]],
  "forces_ev_per_angstrom": [[-0.430, 0.233, -0.701], [0.343, 0.549, 0.256], [-0.288, -0.044, 0.436], [1.735, 0.504, 0.946], [-0.625, -1.185, 0.683], [0.617, -0.631, 0.315], [-1.478, -2.073, 0.591], [0.692, -0.123, -0.448], [0.169, 0.530, -0.386], [-0.165, -0.075, -0.431], [-0.377, -0.704, 0.219], [0.229, 0.631, -0.230], [-0.361, 1.301, -0.901], [0.194, -0.334, -0.196], [-0.082, 0.135, -0.247], [0.252, 0.313, 0.238], [-0.424, 0.971, -0.144]],
  "lumo_ev": 0.489,
  "homo_energy_ev": -10.11,
  "e_above_lowest_kcal_mol": 0.0,
  "orbital_gap_ev": 10.60,
  "smiles": "C[Si](C)(Cl)[Si](C)(Cl)Cl"
}



In eV/Å, the largest force on an atom values for the records above are, in order, 3.71, 4.01, 1.34, 3.68, 4.05, 2.96, 5.93, 2.61.
In eV, the E_tot values for the records above are, in order, -40204.79648, -34128.66039, -9513.40337, -14765.64787, -37672.75481, -61048.41112, -61050.76662, -56584.43184.